The following is a quantum chemistry calculation of 6 unconnected molecules or ions with the total composition C16H48N4O6, from the OMol25 dataset.

E_HOMO	-8.53	eV
SMILES	COC[C@H](C)N.COC[C@H](C)N.COC[C@H](C)N.COC[C@H](C)N.O.O

Last column: Löwdin charge in e.
Cartesian coordinates (Å):
1 C 1.775 -3.582 1.512  -0.040
2 C 1.136 -2.597 0.469  -0.409
3 C 1.489 -2.970 -0.939  -0.206
4 O 2.921 -3.034 -1.022  -0.195
5 C 3.333 -3.397 -2.318  -0.138
6 N -0.326 -2.742 0.626  0.039
7 H 1.458 -3.327 2.524  0.046
8 H 2.848 -3.394 1.535  0.071
9 H 1.531 -4.622 1.297  0.082
10 H 1.444 -1.574 0.681  0.114
11 H 1.024 -2.232 -1.593  0.118
12 H 1.138 -3.949 -1.268  0.124
13 H 4.398 -3.625 -2.285  0.086
14 H 3.119 -2.597 -3.027  0.078
15 H 2.985 -4.341 -2.736  0.083
16 H -0.568 -2.975 1.578  0.032
17 H -0.751 -1.835 0.498  0.002
18 C -5.427 0.698 -5.010  -0.054
19 C -4.167 1.463 -4.621  -0.527
20 C -2.924 0.635 -4.811  -0.238
21 O -2.896 -0.512 -4.026  -0.179
22 C -2.350 -0.371 -2.709  -0.082
23 N -4.170 2.713 -5.232  0.049
24 H -5.414 0.575 -6.093  0.077
25 H -6.268 1.379 -4.877  0.076
26 H -5.587 -0.250 -4.497  0.084
27 H -4.263 1.582 -3.542  0.129
28 H -1.988 1.168 -4.975  0.129
29 H -3.186 0.170 -5.761  0.123
30 H -2.626 -1.242 -2.114  0.093
31 H -2.719 0.517 -2.196  0.072
32 H -1.268 -0.294 -2.815  0.082
33 H -3.950 2.542 -6.203  0.081
34 H -3.341 3.179 -4.890  0.079
35 C -0.481 -1.937 4.373  -0.046
36 C -0.016 -0.434 4.508  -0.386
37 C 0.627 -0.080 5.857  -0.200
38 O 0.803 1.328 5.801  -0.190
39 C 1.505 1.803 6.898  -0.141
40 N 0.873 -0.128 3.337  0.055
41 H -1.220 -2.292 5.091  0.070
42 H 0.416 -2.548 4.467  0.064
43 H -0.881 -2.217 3.398  0.045
44 H -0.866 0.246 4.444  0.122
45 H 1.545 -0.654 5.981  0.133
46 H -0.164 -0.295 6.576  0.126
47 H 1.587 2.861 6.649  0.085
48 H 2.574 1.595 6.923  0.089
49 H 0.985 1.708 7.852  0.092
50 H 1.228 0.817 3.366  0.052
51 H 0.354 -0.241 2.478  0.033
52 C 1.999 4.130 -0.571  -0.045
53 C 1.411 2.640 -0.721  -0.384
54 C 2.473 1.574 -0.642  -0.209
55 O 3.423 1.620 -1.711  -0.184
56 C 4.174 0.399 -1.890  -0.074
57 N 0.388 2.526 0.324  0.033
58 H 2.572 4.244 0.349  0.073
59 H 1.291 4.949 -0.696  0.067
60 H 2.754 4.291 -1.340  0.065
61 H 0.949 2.498 -1.697  0.138
62 H 1.943 0.629 -0.758  0.110
63 H 2.989 1.531 0.318  0.133
64 H 3.512 -0.461 -1.987  0.064
65 H 4.927 0.268 -1.112  0.091
66 H 4.707 0.398 -2.841  0.085
67 H -0.154 3.376 0.266  0.081
68 H 0.891 2.669 1.187  0.078
69 O -0.853 -0.156 0.320  -0.072
70 H -0.498 0.721 0.174  -0.002
71 H -1.757 -0.006 0.596  0.013
72 O -3.761 0.424 1.023  -0.034
73 H -4.425 0.723 0.402  0.044
74 H -4.234 0.323 1.849  0.046



The following is a quantum chemistry calculation of 2 unconnected molecules or ions with the total composition C2H6N2O2, from the OMol25 dataset.

E_HOMO	-9.38	eV
SMILES	NC=O.NC=O

Last column: natural (NBO) charge in e.
Cartesian coordinates (Å):
1 N 1.522 1.431 0.864  -0.786
2 C 0.452 1.133 0.085  0.592
3 O 0.625 0.458 -0.998  -0.735
4 H 1.362 1.825 1.779  0.391
5 H 2.320 0.817 0.785  0.395
6 H -0.378 1.838 0.210  0.144
7 N -1.521 -1.456 -0.848  -0.787
8 C -0.440 -1.090 -0.114  0.589
9 O -0.614 -0.420 0.973  -0.738
10 H -2.365 -0.918 -0.716  0.397
11 H -1.382 -1.864 -1.760  0.393
12 H 0.420 -1.755 -0.261  0.145



The following is a quantum chemistry calculation of a molecular structure, C22H41ClNOOsP3, from the OMol25 dataset.

expectation value of S²	6.042
2S+1	5
E_HOMO (spin up / spin down)	-20.21 / -20.21	eV
charge	+4

Last column: natural (NBO) charge in e.
Cartesian coordinates (Å):
1 Os 0.152 -0.237 0.159  0.563
2 P -0.106 1.898 0.925  1.011
3 P 0.499 -0.890 2.417  1.075
4 P 0.697 -0.144 -2.123  1.048
5 H -1.653 -2.404 1.457  0.249
6 C -1.406 -2.257 0.405  -0.299
7 C -0.182 -2.674 -0.143  -0.500
8 H 0.538 -3.229 0.466  0.264
9 C -1.767 2.208 1.661  -0.922
10 C 0.952 2.747 2.165  -0.926
11 C -0.043 3.064 -0.485  -0.920
12 C 0.728 -2.665 2.845  -0.928
13 C 1.973 -0.253 3.326  -0.929
14 C -0.877 -0.421 3.545  -0.945
15 C 1.211 -1.717 -2.926  -0.930
16 C 2.121 0.922 -2.605  -0.924
17 C -0.551 0.466 -3.317  -0.918
18 H -2.259 -2.130 -0.272  0.233
19 H -0.134 -2.900 -1.209  0.256
20 H -2.215 3.063 1.137  0.276
21 H -1.682 2.441 2.728  0.280
22 H -2.426 1.341 1.526  0.240
23 H 0.777 3.829 2.085  0.301
24 H 2.016 2.559 1.984  0.256
25 H 0.690 2.430 3.183  0.267
26 H -0.352 4.055 -0.124  0.292
27 H -0.728 2.741 -1.281  0.256
28 H 0.980 3.134 -0.877  0.260
29 H 0.848 -2.753 3.934  0.302
30 H 1.638 -3.048 2.369  0.263
31 H -0.122 -3.274 2.532  0.252
32 H 1.916 -0.590 4.369  0.295
33 H 2.026 0.838 3.310  0.254
34 H 2.888 -0.655 2.878  0.263
35 H -0.820 -1.047 4.445  0.297
36 H -1.842 -0.593 3.055  0.247
37 H -0.808 0.632 3.840  0.261
38 H 1.615 -1.506 -3.926  0.296
39 H 0.350 -2.385 -3.032  0.247
40 H 1.983 -2.216 -2.329  0.256
41 H 2.123 1.033 -3.699  0.292
42 H 3.066 0.460 -2.297  0.263
43 H 2.040 1.914 -2.150  0.246
44 H -0.137 0.425 -4.333  0.293
45 H -0.823 1.501 -3.085  0.259
46 H -1.457 -0.148 -3.279  0.227
47 C -3.363 0.337 -1.132  0.284
48 C -4.387 1.195 -0.692  -0.051
49 C -5.615 1.206 -1.343  0.012
50 C -5.836 0.337 -2.423  -0.230
51 C -4.856 -0.591 -2.793  0.012
52 C -3.639 -0.639 -2.119  -0.093
53 O -2.083 0.647 -0.765  -0.681
54 H -1.401 -0.229 -0.391  0.297
55 H -4.159 1.872 0.137  0.256
56 H -6.389 1.905 -1.021  0.287
57 H -6.782 0.370 -2.960  0.298
58 H -5.026 -1.275 -3.633  0.283
59 H -2.871 -1.379 -2.363  0.235
60 Cl 5.163 -3.359 -0.230  0.155
61 C 4.470 -1.809 0.036  -0.054
62 C 5.275 -0.689 0.221  -0.108
63 C 4.619 0.534 0.404  -0.191
64 C 3.233 0.578 0.380  0.015
65 N 2.452 -0.511 0.225  -0.522
66 C 3.069 -1.702 0.052  -0.011
67 H 6.349 -0.783 0.212  0.292
68 H 5.159 1.464 0.561  0.281
69 H 2.724 1.544 0.474  0.204
70 H 2.459 -2.592 -0.091  0.228



The following is a quantum chemistry calculation of C24H26N6O3 in the gas phase, from the OMol25 dataset.

E_HOMO	-8.07	eV
SMILES	COCCn1nnnc1[C@H](c1cc2ccc(OC)cc2[nH]c1=O)N1CCc2ccccc2C1

Last column: natural (NBO) charge in e.
Cartesian coordinates (Å):
1 C -7.940 -0.380 0.311  -0.244
2 H -8.060 -0.316 -0.777  0.166
3 O -6.586 -0.502 0.668  -0.537
4 C -5.810 0.595 0.252  -0.064
5 C -4.379 0.357 0.725  -0.243
6 N -3.529 1.437 0.317  -0.178
7 C -2.173 1.469 0.227  0.349
8 N -1.834 2.663 -0.201  -0.325
9 N -2.962 3.342 -0.361  -0.065
10 N -3.972 2.638 -0.062  -0.070
11 C -1.331 0.289 0.560  -0.143
12 N -1.658 -0.772 -0.399  -0.436
13 C -1.401 -0.496 -1.800  -0.224
14 C 0.060 -0.658 -2.268  -0.477
15 C 0.897 -1.515 -1.360  0.085
16 C 2.272 -1.579 -1.555  -0.233
17 C 3.065 -2.368 -0.745  -0.217
18 C 2.488 -3.106 0.276  -0.230
19 C 1.125 -3.033 0.491  -0.190
20 C 0.326 -2.233 -0.314  -0.077
21 C -1.147 -2.083 -0.038  -0.252
22 H -1.714 -2.820 -0.621  0.206
23 H -1.342 -2.259 1.021  0.229
24 H 0.672 -3.582 1.303  0.218
25 H 3.102 -3.730 0.910  0.211
26 H 4.132 -2.406 -0.909  0.212
27 H 2.719 -1.001 -2.351  0.211
28 H 0.542 0.318 -2.359  0.216
29 H 0.060 -1.105 -3.267  0.225
30 H -2.036 -1.195 -2.357  0.199
31 H -1.747 0.515 -2.024  0.212
32 C 0.142 0.592 0.692  -0.095
33 C 0.826 1.459 -0.089  -0.118
34 C 2.246 1.557 -0.022  -0.191
35 C 2.998 2.390 -0.863  -0.125
36 C 4.366 2.396 -0.802  -0.288
37 C 5.044 1.568 0.110  0.351
38 C 4.323 0.746 0.959  -0.374
39 C 2.929 0.740 0.896  0.313
40 N 2.196 -0.051 1.734  -0.583
41 C 0.826 -0.181 1.723  0.640
42 O 0.275 -0.887 2.553  -0.651
43 H 2.681 -0.614 2.422  0.415
44 H 4.810 0.101 1.673  0.217
45 O 6.396 1.652 0.076  -0.484
46 C 7.149 0.858 0.961  -0.254
47 H 6.974 -0.209 0.790  0.177
48 H 6.927 1.101 2.005  0.179
49 H 8.192 1.090 0.752  0.205
50 H 4.956 3.028 -1.445  0.229
51 H 2.481 3.025 -1.565  0.220
52 H 0.297 2.088 -0.788  0.247
53 H -1.660 -0.091 1.539  0.257
54 H -4.371 0.270 1.817  0.214
55 H -3.989 -0.571 0.298  0.247
56 H -6.195 1.533 0.680  0.184
57 H -5.831 0.692 -0.845  0.173
58 H -8.438 -1.273 0.681  0.196
59 H -8.392 0.509 0.767  0.167



The following is a quantum chemistry calculation of 2 unconnected molecules or ions with the total composition C7H7ClS2, from the OMol25 dataset.

E_HOMO	-8.92	eV
SMILES	S=C(S)c1ccccc1.Cl

Last column: natural (NBO) charge in e.
Cartesian coordinates (Å):
1 C -1.595 -1.210 -1.126  -0.177
2 C -1.082 -1.854 -0.010  -0.213
3 C -1.068 0.008 -1.527  -0.203
4 C -0.039 -1.289 0.697  -0.167
5 C -0.026 0.580 -0.826  -0.192
6 C 0.506 -0.066 0.295  -0.086
7 C 1.591 0.525 1.048  -0.271
8 S 1.946 0.116 2.605  -0.057
9 S 2.541 1.736 0.211  0.123
10 Cl 1.092 3.636 2.772  -0.301
11 H -2.402 -1.653 -1.686  0.218
12 H -1.495 -2.798 0.309  0.220
13 H -1.472 0.515 -2.390  0.219
14 H 0.378 -1.791 1.555  0.237
15 H 0.369 1.540 -1.127  0.224
16 H 1.408 2.419 3.069  0.271
17 H 3.340 2.015 1.244  0.156



What did we get for ΔE to the lowest compared entry with this formula, charge and spin? Answer: 47.1; 39.7; 74.9; 43.9; 0.0 kcal per mole, in the order shown.